Record 1
C27H41NOsP2 as an isolated structure, computed with ωB97M-V/def2-TZVPD.

Last column: Löwdin spin population.
Cartesian coordinates (Å):
P (0.050, -0.942, -4.549)  0.12
P (0.425, 2.522, -3.011)  0.21
C (0.074, 0.087, -6.260)  0.06
C (0.410, 1.350, -5.671)  -0.09
H (-0.909, -0.007, -6.758)  0.00
H (0.781, -0.325, -6.988)  0.00
H (1.455, 1.681, -5.643)  0.00
H (-0.309, 2.169, -5.791)  0.00
C (-1.047, 3.477, -3.494)  0.04
H (-1.266, 4.226, -2.710)  0.01
H (-1.852, 2.712, -3.551)  0.01
H (-0.829, 3.966, -4.464)  0.00
C (1.760, 3.443, -3.851)  0.07
H (1.353, 3.932, -4.728)  0.01
H (2.572, 2.792, -4.151)  0.00
H (2.139, 4.239, -3.201)  0.00
C (-1.287, -2.185, -5.520)  0.03
H (-1.373, -3.163, -5.036)  0.00
H (-0.972, -2.397, -6.551)  0.00
H (-2.335, -1.871, -5.653)  0.01
C (1.418, -2.008, -5.341)  0.08
H (2.154, -1.288, -5.707)  0.00
H (1.024, -2.617, -6.166)  0.00
H (1.836, -2.645, -4.559)  0.01
Os (1.018, 2.303, -1.108)  0.41
C (-1.081, 0.082, -3.755)  0.38
C (-2.292, 0.243, -4.304)  0.26
C (-3.284, -0.655, -3.684)  0.08
C (-2.724, -1.811, -2.665)  0.12
C (-1.361, -2.157, -2.258)  0.59
C (-0.114, -2.205, -2.983)  0.13
C (1.194, -1.472, -2.554)  0.06
C (1.243, -0.181, -3.341)  0.19
C (2.446, 1.067, -0.173)  0.01
H (-0.976, 0.007, -2.685)  0.02
H (-2.373, 0.584, -5.345)  0.02
H (-3.919, -1.124, -4.458)  0.00
H (-3.783, 0.102, -3.067)  0.02
H (-3.272, -1.581, -1.731)  0.01
H (-3.248, -2.703, -3.051)  0.04
H (-1.358, -2.650, -1.292)  0.03
H (0.119, -3.214, -3.312)  0.03
H (2.113, -2.002, -2.792)  0.01
H (1.186, -1.264, -1.485)  0.00
H (1.063, 0.505, -2.358)  0.01
H (1.997, 0.213, -3.967)  0.01
H (2.528, 1.780, 0.670)  0.00
H (3.441, 0.877, -0.560)  0.00
H (1.982, 0.160, 0.207)  0.01
C (0.128, 5.695, 1.569)  0.10
C (0.775, 5.108, 0.458)  -0.02
C (0.548, 3.758, 0.165)  0.08
C (-0.299, 3.024, 1.085)  0.03
C (-0.977, 3.642, 2.134)  0.10
C (-0.767, 5.020, 2.387)  -0.01
N (-0.296, 1.714, 0.682)  0.41
C (-0.546, 0.699, 1.599)  0.03
C (-0.271, 0.866, 2.987)  0.09
C (-0.699, -0.096, 3.920)  -0.01
C (-1.334, -1.257, 3.472)  0.10
C (-1.507, -1.500, 2.099)  -0.01
C (-1.079, -0.532, 1.160)  0.09
H (0.326, 6.758, 1.801)  0.00
H (1.509, 5.625, -0.150)  0.00
H (2.586, 2.798, -1.218)  0.00
H (-1.642, 3.045, 2.741)  0.00
H (-1.312, 5.513, 3.191)  0.00
H (0.241, 1.767, 3.330)  0.00
H (-0.558, 0.103, 4.990)  0.00
H (-1.733, -1.977, 4.198)  0.00
H (-2.008, -2.401, 1.747)  0.00
H (-1.216, -0.675, 0.092)  0.01

The value obtained for the electronic energy is -1880.27974 Eh. The multiplicity is 5. As for the charge: +2. Its energy above the lowest of the compared OMol25 structures with the same formula, charge and spin is 153.0 kcal/mol. Its expectation value of S² is 6.18.



Record 2
C27H42As3IMnN4O5S as an isolated structure, computed with ωB97M-V/def2-TZVPD.

Last column: Löwdin spin population.
Cartesian coordinates (Å):
Mn (-1.052, 0.742, -0.572)  1.01
C (1.665, -3.042, 0.472)  0.00
As (0.211, -1.778, 0.883)  0.00
C (-1.006, -3.149, 1.568)  0.00
C (0.769, -1.044, 2.632)  0.00
C (1.913, -0.033, 2.786)  0.00
C (2.073, 0.196, 4.293)  0.00
C (1.588, 1.335, 2.155)  0.00
As (1.120, 1.440, 0.253)  -0.01
C (1.507, 3.328, -0.022)  0.00
C (2.634, 0.734, -0.753)  0.00
C (3.227, -0.602, 2.241)  0.00
As (4.860, 0.486, 2.495)  0.00
C (5.949, -0.585, 1.262)  0.00
C (5.531, -0.356, 4.137)  0.00
H (2.009, -3.537, 1.379)  0.00
H (2.512, -2.565, -0.018)  0.00
H (1.261, -3.794, -0.206)  0.00
H (-0.955, -4.025, 0.921)  0.00
H (-2.018, -2.751, 1.595)  0.00
H (-0.710, -3.435, 2.578)  0.00
H (0.984, -1.897, 3.284)  0.00
H (-0.164, -0.601, 2.973)  0.00
H (1.125, 0.494, 4.741)  0.00
H (2.802, 0.986, 4.493)  0.00
H (2.413, -0.717, 4.788)  0.00
H (2.440, 2.009, 2.281)  0.00
H (0.741, 1.779, 2.687)  0.00
H (2.538, 3.552, 0.255)  0.00
H (0.825, 3.936, 0.569)  0.00
H (1.350, 3.561, -1.073)  0.00
H (3.580, 1.091, -0.344)  0.00
H (2.512, 1.105, -1.771)  0.00
H (2.627, -0.352, -0.786)  0.00
H (3.156, -0.758, 1.175)  0.00
H (3.411, -1.586, 2.689)  0.00
H (5.655, -0.378, 0.233)  0.00
H (5.825, -1.650, 1.462)  0.00
H (6.999, -0.319, 1.378)  0.00
H (5.011, 0.038, 5.008)  0.00
H (6.592, -0.129, 4.238)  0.00
H (5.400, -1.438, 4.096)  0.00
C (-2.981, 4.213, 0.943)  0.00
C (-2.414, 2.855, 0.681)  0.00
N (-1.712, 2.567, -0.367)  0.00
O (-1.495, 3.577, -1.304)  0.00
C (-2.599, 1.734, 1.576)  0.01
C (-3.438, 1.761, 2.811)  0.00
N (-2.007, 0.627, 1.168)  -0.01
O (-2.133, -0.466, 1.852)  -0.01
H (-2.500, 4.957, 0.315)  0.00
H (-2.853, 4.480, 1.991)  0.00
H (-4.052, 4.221, 0.728)  0.00
H (-1.063, 3.078, -2.028)  0.00
H (-4.158, 2.577, 2.786)  0.00
H (-2.829, 1.869, 3.714)  0.00
H (-3.965, 0.812, 2.902)  0.00
O (-1.076, -0.165, -6.110)  0.00
S (-2.242, 0.897, -5.632)  0.00
O (-3.111, -0.183, -5.071)  0.00
N (-1.510, 1.643, -4.357)  0.00
C (-0.842, 0.865, -3.526)  0.00
O (-0.399, 1.357, -2.433)  0.01
C (-0.616, -0.579, -3.825)  0.00
C (0.041, -1.433, -2.965)  0.00
C (0.130, -2.792, -3.247)  0.00
C (-0.454, -3.274, -4.412)  0.00
C (-1.109, -2.428, -5.299)  0.00
C (-1.203, -1.082, -5.002)  0.00
H (0.496, -1.029, -2.072)  0.00
H (0.660, -3.456, -2.578)  0.00
H (-0.386, -4.328, -4.653)  0.00
H (-1.559, -2.801, -6.208)  0.00
I (-6.082, 1.567, -3.568)  0.00
C (-4.811, 0.265, -2.573)  0.00
C (-5.069, -1.092, -2.516)  0.00
C (-4.154, -1.905, -1.868)  0.00
C (-3.025, -1.339, -1.311)  0.00
N (-2.774, -0.027, -1.377)  0.00
C (-3.657, 0.764, -1.995)  0.00
H (-5.955, -1.507, -2.975)  0.00
H (-4.308, -2.973, -1.801)  0.00
H (-2.286, -1.938, -0.795)  0.00
H (-3.413, 1.817, -2.049)  0.00

The value obtained for the electronic energy is -10203.30834 Eh. The multiplicity is 2. As for the charge: 0. Its energy above the lowest of the compared OMol25 structures with the same formula, charge and spin is 47.2 kcal/mol. Its expectation value of S² is 0.78.



Record 3
C27H42AsN5O2PSr as an isolated structure, computed with ωB97M-V/def2-TZVPD.

Last column: Mulliken charge in e.
Cartesian coordinates (Å):
Sr (1.689, -1.059, 0.239)  1.13
C (-4.129, 3.384, -1.716)  -1.41
C (-3.510, 3.995, -0.487)  0.98
C (-4.082, 5.155, 0.060)  -0.82
C (-3.535, 5.752, 1.195)  -0.62
C (-2.415, 5.193, 1.799)  -1.09
C (-1.840, 4.037, 1.268)  0.17
C (-2.373, 3.421, 0.125)  -0.02
N (-1.803, 2.245, -0.439)  -0.14
C (-0.581, 1.685, -0.092)  -0.73
N (0.429, 2.618, -0.222)  0.17
C (1.832, 2.558, -0.080)  -0.17
C (2.523, 1.382, 0.239)  -0.45
C (3.904, 1.342, 0.418)  -0.14
C (4.645, 2.508, 0.295)  -0.82
C (3.995, 3.705, 0.001)  -0.91
C (2.598, 3.747, -0.177)  1.42
C (1.959, 5.081, -0.470)  -1.52
N (-0.430, 0.434, 0.239)  0.81
C (-1.531, -0.431, 0.298)  -1.44
C (-1.864, -1.175, -0.840)  0.07
C (-2.966, -2.030, -0.837)  -1.06
C (-3.741, -2.153, 0.312)  0.25
C (-3.406, -1.434, 1.460)  -0.08
C (-2.290, -0.583, 1.472)  0.02
C (-1.953, 0.185, 2.718)  -1.81
H (-4.934, 4.011, -2.114)  0.41
H (-4.556, 2.405, -1.476)  0.28
H (-3.380, 3.273, -2.507)  0.33
H (-4.961, 5.604, -0.398)  0.37
H (-3.988, 6.649, 1.609)  0.40
H (-1.991, 5.649, 2.690)  0.41
H (-0.981, 3.610, 1.782)  0.53
H (-2.535, 1.547, -0.519)  0.44
H (0.102, 3.470, -0.653)  0.22
H (4.383, 0.398, 0.654)  -0.24
H (5.722, 2.489, 0.433)  0.38
H (4.587, 4.614, -0.082)  0.29
H (2.694, 5.893, -0.453)  0.36
H (1.200, 5.314, 0.284)  0.26
H (1.501, 5.071, -1.464)  0.37
H (-1.253, -1.081, -1.734)  0.69
H (-3.213, -2.602, -1.727)  0.76
H (-4.600, -2.819, 0.321)  0.40
H (-4.016, -1.548, 2.354)  0.40
H (-2.392, -0.290, 3.603)  0.39
H (-2.340, 1.205, 2.648)  0.37
H (-0.871, 0.218, 2.880)  0.39
C (-2.588, -3.923, 0.046)  -1.21
As (-0.891, -2.934, 0.239)  0.76
C (-0.911, -2.919, 2.212)  -0.76
C (0.266, -4.525, 0.083)  -1.24
H (-2.598, -4.811, 0.712)  0.44
H (-2.702, -4.255, -1.006)  0.40
H (-3.433, -3.256, 0.314)  -0.08
H (-1.139, -3.930, 2.606)  0.45
H (-1.684, -2.205, 2.565)  0.13
H (0.082, -2.595, 2.586)  0.37
H (-0.105, -5.340, 0.736)  0.59
H (1.300, -4.256, 0.384)  0.41
H (0.271, -4.872, -0.971)  0.73
N (5.608, -2.605, -0.083)  -0.33
C (4.483, -2.144, -0.969)  -0.38
P (3.165, -3.405, -1.097)  0.93
O (3.815, -4.637, -1.674)  -0.85
O (2.475, -3.477, 0.239)  -0.68
C (1.927, -2.858, -2.326)  -0.28
N (0.894, -3.919, -2.586)  -0.05
H (5.209, -2.806, 0.847)  0.35
H (6.407, -1.973, -0.009)  0.29
H (5.902, -3.532, -0.437)  0.46
H (4.918, -1.947, -1.952)  0.47
H (4.097, -1.217, -0.538)  -1.22
H (2.408, -2.648, -3.285)  0.49
H (1.392, -1.971, -1.976)  0.05
H (0.200, -3.704, -3.304)  0.38
H (0.438, -4.136, -1.685)  -0.88
H (1.411, -4.785, -2.821)  0.51
H (4.081, -1.059, 0.239)  0.77

The value obtained for the electronic energy is -4085.41441 Eh. The multiplicity is 1. As for the charge: +1.